The ion C5H13N2 with charge +1 in a non-equilibrium geometry. Source: the OMol25 dataset; level of theory: wB97M-V/def2-TZVPD.

Atoms and positions in Å:
1 C -1.674915 1.079945 1.199975
2 C -0.788217 -0.091123 1.677828
3 C -0.206120 -0.872263 0.458870
4 C 0.853399 -0.316044 -0.147499
5 N 1.534504 -0.726723 -1.273861
6 C 2.803682 -0.092258 -1.619339
7 N -2.278240 0.727309 -0.123400
8 H -1.134290 2.014120 1.089418
9 H -2.520268 1.250554 1.854115
10 H -1.535518 -0.739528 2.142763
11 H 0.066716 0.074792 2.320102
12 H -0.422301 -1.928101 0.531877
13 H 1.145620 0.716171 0.050531
14 H 1.551089 -1.736621 -1.322220
15 H 2.817890 0.073802 -2.695461
16 H 3.665027 -0.735597 -1.436839
17 H 2.954079 0.820166 -1.058575
18 H -2.905480 1.455160 -0.455413
19 H -1.579556 0.603509 -0.852315
20 H -2.702707 -0.199745 -0.026469

Atoms 1-2, force components in eV/Å:
C 0.961 0.443 0.470
C -0.862 -1.200 -1.742

Frontier orbital gap ... 8.550 eV
Net charge ... +1
SMILES ... CN/C=C/CC[NH3+]
ΔE to the lowest compared entry with this formula, charge and spin ... 54.60 kcal/mol

---

A structure of composition C35H36N7NiO in a non-equilibrium geometry. Source: the OMol25 dataset; level of theory: wB97M-V/def2-TZVPD.

Atoms and positions in Å:
1 Ni -0.252490 8.665530 -18.410690
2 O 1.594070 9.333990 -18.606970
3 H 2.396320 9.886270 -18.683750
4 N 0.374820 7.452690 -16.682280
5 C 1.222610 8.085610 -15.800110
6 C 1.546630 7.641580 -14.539770
7 C 0.954150 6.475830 -14.049760
8 C 0.108630 5.789070 -14.921350
9 C -0.142990 6.298710 -16.190940
10 H 1.581150 9.053550 -16.117820
11 H 2.169770 8.282330 -13.933520
12 H 1.162390 6.237950 -13.017070
13 H -0.301850 4.834990 -14.625310
14 H -0.839710 5.777160 -16.830440
15 N 0.076500 7.037730 -19.814080
16 C 1.278550 6.456350 -19.932630
17 C 1.677460 5.503230 -20.884950
18 C 0.617760 4.869660 -21.545520
19 C -0.686950 5.327220 -21.387640
20 C -0.880720 6.366140 -20.540520
21 H 1.999420 6.855580 -19.234530
22 H 2.705270 5.187530 -20.986650
23 H 0.789420 4.133120 -22.316520
24 H -1.547450 4.921520 -21.898860
25 H -1.900820 6.700310 -20.421680
26 N 4.112930 13.126480 -14.234490
27 C 5.081960 12.689670 -15.053250
28 C 4.864920 11.639090 -15.969900
29 C 3.576400 11.087610 -16.111640
30 C 2.549020 11.561020 -15.309190
31 C 2.835740 12.549140 -14.398890
32 H 6.039260 13.178120 -14.946520
33 H 5.663290 11.268830 -16.595930
34 H 3.413660 10.261640 -16.788170
35 H 1.583560 11.086810 -15.406220
36 H 2.093710 12.996550 -13.754210
37 N -0.769160 10.527730 -17.012180
38 C -1.498180 10.412740 -15.845350
39 C -1.882660 11.504700 -15.087160
40 C -1.488850 12.777370 -15.445360
41 C -0.756210 12.923230 -16.626130
42 C -0.323430 11.815460 -17.335240
43 H -1.891480 9.412540 -15.738910
44 H -2.573240 11.355220 -14.270360
45 H -1.782140 13.626510 -14.845910
46 H -0.336300 13.866530 -16.942750
47 H 0.389620 11.974100 -18.130730
48 N -0.963030 9.944340 -20.081920
49 C -2.200470 10.492540 -20.327180
50 C -2.586150 11.338400 -21.339780
51 C -1.604290 11.855870 -22.168250
52 C -0.257950 11.453700 -21.965860
53 C -0.049430 10.551480 -20.930540
54 H -2.851830 9.989810 -19.627620
55 H -3.633670 11.531340 -21.518360
56 H -1.870270 12.582650 -22.921550
57 H 0.525920 11.924470 -22.540600
58 H 0.949710 10.222300 -20.686090
59 N 5.739860 4.864070 -18.347750
60 C 5.666000 4.795270 -16.991330
61 C 5.103760 5.814500 -16.246230
62 C 4.459600 6.867100 -16.918020
63 C 4.433560 6.923330 -18.318930
64 C 5.148540 5.902280 -19.009250
65 H 6.225440 4.042270 -16.456150
66 H 5.083990 5.861220 -15.167420
67 H 3.902350 7.591800 -16.342970
68 H 3.967700 7.776310 -18.789880
69 H 5.221680 5.938420 -20.086160
70 N 3.986860 13.314340 -21.874330
71 C 4.928980 12.516580 -22.466820
72 C 5.332380 11.312120 -21.918410
73 C 4.764360 10.913860 -20.711660
74 C 3.824290 11.748690 -20.026230
75 C 3.462490 12.963390 -20.659040
76 H 5.445790 12.940810 -23.314970
77 H 6.079860 10.685450 -22.382060
78 H 5.078640 10.006520 -20.217330
79 H 3.453940 11.388820 -19.077680
80 H 2.741060 13.668640 -20.273620

Atoms 1-2, force components in eV/Å:
Ni 1.780 0.186 0.960
O 0.932 0.209 -0.394

Frontier orbital gap (spin up / spin down) ... 3.305 / 7.628 eV
Spin multiplicity ... 4
Expectation value of S² ... 3.77
ΔE to the lowest compared entry with this formula, charge and spin ... 0.00 kcal/mol

---

A cluster of 2 separate species, C3H14N2O in total in a non-equilibrium geometry. Source: the OMol25 dataset; level of theory: wB97M-V/def2-TZVPD.

Atoms and positions in Å:
1 C 0.432207 -0.257153 0.639405
2 C -0.091321 0.838292 -0.283908
3 C -1.251508 1.635610 0.367089
4 N -1.870009 2.922757 -0.131183
5 N 1.550959 -0.952398 -0.000588
6 H -0.408799 -0.940139 0.842622
7 H 0.617156 0.191064 1.611148
8 H -0.432564 0.557566 -1.269143
9 H 0.778278 1.529790 -0.430141
10 H -2.091607 0.880820 0.316686
11 H -1.050117 1.778235 1.439028
12 H -2.829559 3.083816 0.273501
13 H -1.382776 3.816042 -0.073974
14 H -2.186238 2.824736 -1.110768
15 H 2.442983 -1.034131 0.558069
16 H 1.995681 -0.594003 -0.904493
17 H 1.346142 -1.904589 -0.434990
18 H 1.348045 -4.288894 -1.171720
19 H 0.422522 -3.954679 0.193342
20 O 1.147861 -3.657085 -0.417280

Atoms 1-2, force components in eV/Å:
C -2.766 0.837 -0.305
C 1.038 3.130 -0.488

Frontier orbital gap (spin up / spin down) ... 11.639 / 3.517 eV
Net charge ... +3
Spin multiplicity ... 2
Expectation value of S² ... 0.75
ΔE to the lowest compared entry with this formula, charge and spin ... 8.29 kcal/mol

---

An isolated molecule of C7H10. Source: the OMol25 dataset; level of theory: wB97M-V/def2-TZVPD.

Atoms and positions in Å:
1 C -0.325937 -2.359127 1.473370
2 C -0.166924 -1.308862 0.681344
3 C 0.237493 2.638933 -0.391466
4 C -0.017726 1.572125 -1.142999
5 C 0.309511 0.147970 -0.812107
6 C 0.878576 -0.213533 0.585604
7 C -0.904970 -0.793468 -0.539522
8 H 0.361734 -2.561521 2.291262
9 H -1.152823 -3.051909 1.335464
10 H -1.152713 -1.526163 -1.314431
11 H 0.753692 2.567124 0.563114
12 H -0.059680 3.635425 -0.706425
13 H -0.536689 1.712615 -2.093342
14 H 0.938022 -0.276925 -1.604600
15 H 0.721785 0.575042 1.330207
16 H 1.926853 -0.526206 0.624372
17 H -1.810203 -0.231523 -0.279845

Atoms 1-2, force components in eV/Å:
C 0.010 0.111 -0.087
C -0.029 -0.210 0.163

Frontier orbital gap ... 10.471 eV
SMILES ... C=CC1CC(=C)C1
ΔE to the lowest compared entry with this formula, charge and spin ... 43.32 kcal/mol

---

Which value of ΔE to the lowest compared entry with this formula, charge and spin does entry 2 give? 0.00 kcal/mol

---

What is the formula in the first record? C5H13N2